No. 1
Formula: CHBr2O2P
Source: OMol25
Level of theory: ωB97M-V/def2-TZVPD

```
7
Properties=species:S:1:pos:R:3
C 1.086 -1.228 -0.219
O 2.071 -0.640 0.082
O -0.055 -0.610 -0.713
P -1.519 -1.728 -0.790
Br -2.101 -1.340 1.194
Br -2.781 -0.299 -1.865
H 0.889 -2.268 -0.193
```

The charge is 0. For the total energy, the calculation gives -5678.60952 hartree. As for the SMILES: O=COP(Br)Br. The spin multiplicity is 1. The HOMO-LUMO gap comes out at 10.25 eV. The largest force on an atom comes out at 0.0612 Eh/bohr.



No. 2
Formula: CHBr2O2S
Source: OMol25
Level of theory: ωB97M-V/def2-TZVPD

```
7
Properties=species:S:1:pos:R:3
C 1.571 -2.289 -0.572
O -2.223 2.797 -0.362
O -0.969 2.680 1.825
S -0.935 2.685 0.353
Br 1.174 -0.278 -0.320
Br 0.306 -3.237 0.731
H 1.075 -2.358 -1.655
```

The charge is -1. For the total energy, the calculation gives -5735.38137 hartree. The spin multiplicity is 1. The HOMO-LUMO gap (spin up / spin down) comes out at 4.71 / 4.71 eV. The largest force on an atom comes out at 0.0515 Eh/bohr.



No. 3
Formula: CHBr2P
Source: OMol25
Level of theory: ωB97M-V/def2-TZVPD

```
5
Properties=species:S:1:pos:R:3
C -0.481 0.999 -1.548
P 0.970 -1.449 0.856
Br 0.548 -0.627 -1.144
Br -0.947 1.845 0.065
H -0.090 -0.768 1.771
```

The charge is 0. For the total energy, the calculation gives -5527.86344 hartree. The spin multiplicity is 1. The HOMO-LUMO gap (spin up / spin down) comes out at 8.84 / 5.61 eV. The largest force on an atom comes out at 0.0415 Eh/bohr.



No. 4
Formula: CHBrCl3CuPt
Source: OMol25
Level of theory: ωB97M-V/def2-TZVPD

```
8
Properties=species:S:1:pos:R:3
Pt -2.280 4.039 -1.648
Cu -2.800 -0.569 -0.926
Br -1.349 1.665 -1.138
C 1.165 -0.957 0.717
Cl 0.295 -2.392 1.187
Cl 2.155 -1.190 -0.704
Cl 2.325 -0.464 1.983
H 0.489 -0.130 0.529
```

The charge is +2. For the total energy, the calculation gives -5752.20004 hartree. Its expectation value of S² is 2.012. The spin multiplicity is 3. The HOMO-LUMO gap (spin up / spin down) comes out at 8.29 / 3.11 eV. The largest force on an atom comes out at 0.0228 Eh/bohr.



No. 5
Formula: CHBrClFN5O2
Source: OMol25
Level of theory: ωB97M-V/def2-TZVPD

```
12
Properties=species:S:1:pos:R:3
C 0.720 -0.043 1.674
N -0.304 -0.107 0.888
N 1.633 0.740 1.095
N 1.288 1.022 -0.233
N 0.939 -0.750 2.983
N -0.205 0.694 -0.184
O 0.095 -0.458 3.761
O 1.954 -1.371 3.093
F 2.840 0.910 1.491
Cl -1.049 2.346 0.002
Br 2.272 -0.099 -1.518
H -0.490 0.354 -0.995
```

The charge is +1. For the total energy, the calculation gives -3596.32602 hartree. As for the SMILES: O=[N+]([O-])C1=N[N@@H+](Cl)N(Br)N1F. The spin multiplicity is 1. The HOMO-LUMO gap (spin up / spin down) comes out at 8.09 / 8.09 eV. The largest force on an atom comes out at 0.1747 Eh/bohr.



No. 6
Formula: CHBrClNO2
Source: OMol25
Level of theory: ωB97M-V/def2-TZVPD

```
7
Properties=species:S:1:pos:R:3
C -0.626 0.237 0.168
N -0.291 0.468 1.564
O 0.860 0.361 1.807
O -1.203 0.746 2.284
Cl -0.376 2.124 -0.503
Br -2.472 -0.219 0.002
H -0.147 -0.461 -0.549
```

The charge is 0. For the total energy, the calculation gives -3278.00197 hartree. As for the SMILES: O=[N+]([O-])[C@H](Cl)Br. The spin multiplicity is 1. The HOMO-LUMO gap comes out at 9.91 eV. The largest force on an atom comes out at 0.0880 Eh/bohr.



No. 7
Formula: CHBrF2
Source: OMol25
Level of theory: ωB97M-V/def2-TZVPD

```
5
Properties=species:S:1:pos:R:3
C -0.176 0.087 -0.025
F -0.332 0.800 1.151
F -0.248 0.898 -0.968
Br 1.611 -0.860 0.009
H -0.856 -0.924 -0.167
```

The charge is 0. For the total energy, the calculation gives -2812.42126 hartree. As for the SMILES: FC(F)Br. The spin multiplicity is 1. The HOMO-LUMO gap comes out at 11.48 eV. The largest force on an atom comes out at 0.1137 Eh/bohr.



No. 8
Formula: CHBrINO
Source: OMol25
Level of theory: ωB97M-V/def2-TZVPD

```
6
Properties=species:S:1:pos:R:3
C 2.412 -1.648 -0.598
N 0.119 0.548 -0.805
O 2.515 -2.694 -1.028
Br 3.793 -0.590 0.292
I 1.437 1.836 -0.130
H -0.303 0.257 0.072
```

The charge is 0. For the total energy, the calculation gives -3040.26469 hartree. The spin multiplicity is 1. The HOMO-LUMO gap (spin up / spin down) comes out at 8.00 / 7.37 eV. The largest force on an atom comes out at 0.0274 Eh/bohr.



No. 9
Formula: CHBrN2O3
Source: OMol25
Level of theory: ωB97M-V/def2-TZVPD

```
8
Properties=species:S:1:pos:R:3
C 1.281 -0.832 -0.851
N -1.298 0.841 0.244
N 1.487 -0.271 0.166
O 1.866 0.284 1.122
O -1.165 1.438 1.283
O -1.105 1.087 -0.899
Br -2.068 -1.020 0.535
H 1.003 -1.527 -1.600
```

The charge is 0. For the total energy, the calculation gives -2947.71419 hartree. As for the SMILES: O=[N+]([O-])Br.C#[N+][O-]. The spin multiplicity is 1. The HOMO-LUMO gap comes out at 8.74 eV. The largest force on an atom comes out at 0.1026 Eh/bohr.



No. 10
Formula: CHBrNO2
Source: OMol25
Level of theory: ωB97M-V/def2-TZVPD

```
6
Properties=species:S:1:pos:R:3
C -2.999 0.034 0.447
N -1.261 -0.273 0.385
O -4.268 0.120 0.633
O -0.650 0.083 -0.749
Br 2.175 -0.279 0.483
H 0.328 0.046 -0.413
```

The charge is -1. For the total energy, the calculation gives -2817.83896 hartree. The spin multiplicity is 1. The HOMO-LUMO gap (spin up / spin down) comes out at 7.56 / 7.56 eV. The largest force on an atom comes out at 0.1818 Eh/bohr.



No. 11
Formula: CHCaORb
Source: OMol25
Level of theory: ωB97M-V/def2-TZVPD

```
5
Properties=species:S:1:pos:R:3
H -0.680 -0.012 0.038
O -2.343 -0.817 -1.398
C -1.833 -0.314 -0.511
Ca 1.269 1.002 2.344
Rb 3.588 0.141 -0.473
```

The charge is 0. For the total energy, the calculation gives -815.38562 hartree. The spin multiplicity is 1. The HOMO-LUMO gap (spin up / spin down) comes out at 2.94 / 3.01 eV. The largest force on an atom comes out at 0.0986 Eh/bohr.



No. 12
Formula: CHCl2FS
Source: OMol25
Level of theory: ωB97M-V/def2-TZVPD

```
6
Properties=species:S:1:pos:R:3
C -0.504 -0.131 -1.033
F 0.553 -0.052 -1.841
S 1.329 0.717 1.780
Cl -0.978 -1.703 -0.637
Cl -1.637 1.101 -1.207
H 1.237 0.068 2.937
```

The charge is 0. For the total energy, the calculation gives -1457.01731 hartree. The spin multiplicity is 1. The HOMO-LUMO gap (spin up / spin down) comes out at 9.69 / 6.12 eV. The largest force on an atom comes out at 0.0197 Eh/bohr.